(1)
Here is a structure of composition C35H50AsClO5PRuS3Si2 in a non-equilibrium geometry from OMol25. Energies are from ωB97M-V/def2-TZVPD.

Output
Relative energy (zero: lowest compared OMol25 entry of this formula, charge and spin) (kcal per mole): 49.49
Net charge: 0
HOMO level (alpha / beta) (eV): -6.468 / -6.408
Spin multiplicity: 2
Orbital gap (alpha / beta) (eV): 6.2 / 6.3
⟨S²⟩: 0.76

Structure (XYZ):
```
99
Properties=species:S:1:pos:R:3:forces:R:3
Ru -0.9072 0.0610 0.0837 1.1 -0.1 -1.5
As -0.0654 -1.4520 1.7700 -0.6 -0.3 0.6
Cl -0.1411 6.9830 -5.6779 0.0 0.0 0.1
S -3.2994 0.5182 1.5550 0.0 -0.2 0.3
S -0.3727 1.8372 2.7081 0.0 0.0 0.0
S -1.5996 2.6737 -0.3435 -0.5 -0.1 -0.1
P -0.4075 -1.5264 -1.5783 0.5 0.7 0.5
Si 2.0473 -1.5226 2.7505 -0.2 0.0 -0.4
Si -1.2835 -3.2868 2.5251 0.2 0.1 -0.4
O -3.3813 0.5933 -2.5758 -0.2 0.1 0.0
O 1.0687 1.1092 0.1177 -0.5 -0.3 0.0
O 2.0278 3.6158 -1.3908 0.2 0.0 0.0
O 0.2224 1.0447 -1.9034 0.1 0.3 -0.2
O -2.7047 -0.7154 -0.8651 -0.2 0.5 0.1
C 1.7848 5.7116 -2.4040 0.0 0.1 0.0
C -0.0275 -5.6062 -1.6153 0.0 0.0 -0.1
C -3.3081 2.9894 0.1812 0.1 0.0 0.0
C -4.0864 1.7101 0.4528 0.0 0.0 0.1
C 4.0196 -1.2078 -2.8046 0.0 0.0 0.0
C -2.0841 -3.7449 -1.5529 0.1 0.0 -0.2
C 2.3171 -1.5942 -1.1515 0.1 0.1 -0.2
C 1.6957 -1.1794 -3.4359 0.0 -0.1 -0.1
C -0.7580 -3.3081 -1.5748 -0.2 0.0 0.4
C -1.6085 -3.1320 4.3550 0.0 0.1 0.3
C 2.6491 6.2855 -1.3157 0.0 -0.1 0.0
C 1.3264 -1.4479 -2.1210 0.1 -0.1 0.0
C -2.9163 -3.2891 1.6522 -0.3 0.1 0.0
C 2.9830 -3.0489 2.1819 0.2 -0.2 -0.1
C -1.3470 -6.0334 -1.5980 0.0 0.0 0.0
C -1.7724 1.3651 3.7394 0.0 0.1 0.0
C 0.1495 4.6153 -4.3958 0.0 -0.1 0.0
C 0.2690 -4.2496 -1.5975 0.0 -0.1 0.0
C 3.6598 -1.4834 -1.4925 -0.1 0.0 0.0
C -2.3752 -5.1006 -1.5660 0.1 0.0 -0.1
C -1.4876 -0.8511 -2.8815 0.1 -0.2 -0.1
C -0.8106 3.5361 2.2578 0.1 -0.1 -0.1
C 0.6590 3.8026 -3.3884 0.0 0.0 -0.1
C 1.1197 1.3994 -1.1144 0.0 -0.1 0.2
C 1.2745 6.5045 -3.4197 0.0 0.1 0.0
C -2.6383 -0.2272 -2.0902 0.2 -0.4 0.2
C 2.2939 2.2316 -1.5984 -0.1 0.0 0.1
C 3.0053 0.0193 2.3575 0.2 0.2 -0.1
C 0.4717 5.9557 -4.4088 0.0 0.1 0.0
C -3.1542 1.4498 3.0978 -0.1 0.0 0.0
C -0.3730 -4.8789 2.1788 0.1 -0.2 0.0
C 1.7764 -1.6473 4.5887 0.0 0.0 0.3
C 1.4821 4.3478 -2.4163 0.0 -0.1 0.0
C 3.0358 -1.0559 -3.7738 0.0 0.0 0.0
C -0.6665 3.7639 0.7555 0.1 -0.1 0.1
H -2.3816 -2.3797 4.5355 0.0 0.0 0.0
H 4.4173 -1.6034 -0.7272 0.0 0.0 0.0
H -0.5041 4.2029 -5.1527 0.0 0.0 0.0
H -0.9754 -0.0996 -3.4717 0.0 0.0 0.0
H 2.6972 0.4344 1.3982 0.1 0.0 0.0
H -0.1350 -4.9342 1.1131 0.0 0.0 0.1
H 2.2672 6.0124 -0.3310 0.0 0.0 0.0
H -1.5739 -7.0918 -1.6119 0.0 0.0 0.0
H -3.4138 -2.3209 1.7423 0.0 0.0 0.0
H 1.4127 -2.6353 4.8786 0.0 0.0 0.0
H 2.5984 -3.4187 1.2306 0.1 0.0 0.0
H -2.8858 -3.0182 -1.5234 0.0 0.0 0.0
H 2.0277 -1.7743 -0.1254 0.0 0.0 0.0
H 0.9394 -1.0617 -4.2020 0.0 0.0 0.0
H -1.8214 3.7433 2.6046 0.0 0.1 0.0
H 2.4977 2.0134 -2.6475 0.0 0.1 0.0
H -3.8869 1.0425 3.7960 0.0 0.1 0.1
H -5.0749 1.9478 0.8491 0.0 0.1 0.0
H -1.9628 -4.0884 4.7552 0.0 0.1 0.0
H -3.2770 3.6447 1.0512 0.0 0.0 0.0
H 2.8131 0.7829 3.1157 0.0 0.0 0.0
H -0.9750 -5.7550 2.4454 0.0 0.0 0.0
H -4.2100 1.1548 -0.4756 -0.1 0.0 0.0
H -1.5376 0.3348 4.0121 0.0 0.0 0.0
H 2.8775 -3.8581 2.9095 0.0 0.0 0.0
H 1.3023 -3.9319 -1.6146 0.0 0.0 0.0
H -1.8756 -1.6380 -3.5298 0.0 0.0 0.0
H -0.7195 -2.8398 4.9143 -0.1 0.0 0.0
H 1.0514 -0.9012 4.9207 0.1 0.0 0.0
H -3.7936 3.5271 -0.6330 -0.1 0.0 0.1
H 2.6959 7.3710 -1.3895 0.0 0.0 0.0
H 3.1632 1.9968 -0.9882 0.0 0.0 0.0
H 5.0633 -1.1133 -3.0766 0.0 0.0 0.0
H -3.4073 -5.4278 -1.5520 0.0 0.0 0.0
H 0.5664 -4.9294 2.7372 0.0 0.0 0.0
H -3.4361 2.4838 2.8989 0.0 0.0 0.1
H -0.1354 4.2200 2.7738 -0.1 0.1 0.0
H -1.7620 1.9739 4.6452 0.0 -0.1 0.1
H 4.0812 -0.1803 2.3261 0.0 0.0 0.1
H 2.7241 -1.4665 5.1089 -0.1 0.0 0.0
H -3.5822 -4.0618 2.0516 0.1 0.0 0.0
H 1.5064 7.5622 -3.4457 0.0 0.0 0.0
H 0.3941 2.7549 -3.3510 0.0 0.0 0.0
H 3.6638 5.8867 -1.3748 0.0 0.0 0.0
H 3.3131 -0.8335 -4.7968 0.0 0.0 0.0
H 0.3669 3.5942 0.4508 0.0 0.1 0.0
H -2.7695 -3.4766 0.5962 -0.1 0.0 0.0
H 0.7778 -6.3288 -1.6529 0.0 0.0 0.0
H 4.0513 -2.8399 2.0631 0.0 0.0 0.0
H -0.9355 4.7886 0.4928 0.0 0.0 0.0
```
Positions in Å, forces in eV/Å.

---

(2)
Here is a structure of composition C35H50BBiN9P2S2Se in a non-equilibrium geometry from OMol25. Energies are from ωB97M-V/def2-TZVPD.

Output
Relative energy (zero: lowest compared OMol25 entry of this formula, charge and spin) (kcal per mole): 0.00
Net charge: -1
HOMO level (eV): -4.343
Orbital gap (eV): 6.2

Structure (XYZ):
```
101
Properties=species:S:1:pos:R:3:forces:R:3
Bi 10.3776 12.2789 11.3893 1.0 0.2 1.0
Se 8.8161 13.0644 5.9478 -0.4 0.3 -0.5
S 10.4435 11.5803 14.2819 -0.2 -0.4 -1.3
S 11.5705 14.4064 12.9516 0.2 -0.2 -0.8
P 8.9694 9.8616 11.0349 0.9 -0.4 0.3
P 14.9547 12.7164 12.8306 -1.4 -0.6 1.0
N 12.3053 15.7707 7.2460 0.7 -0.9 0.4
N 11.6401 9.2001 11.5903 -0.4 0.7 0.5
N 10.0298 12.5105 8.5897 -1.6 1.0 -2.1
N 13.5955 10.4880 11.4944 -0.7 -0.3 0.0
N 12.4430 14.8175 9.2694 0.3 -0.1 -1.8
N 10.7946 16.3812 15.8851 0.0 -2.0 -1.8
N 14.1993 12.5475 8.1293 -1.6 2.2 0.4
N 14.1188 13.5103 6.1239 -1.0 -0.6 -0.3
N 8.7333 13.7176 17.0220 0.1 -0.7 -0.2
C 6.2756 9.0174 11.5473 -0.8 1.8 -0.3
C 11.6952 15.9778 9.3253 0.6 -0.5 1.1
C 10.7467 15.4511 15.1674 -0.4 3.2 2.8
C 8.7633 9.0125 9.3802 -0.1 -0.4 -0.4
C 13.6573 13.5484 7.4146 0.2 0.7 1.4
C 10.6887 14.2830 14.4011 -0.4 -1.8 0.0
C 14.9384 11.8205 7.2905 -0.1 -0.1 -1.7
C 11.5874 16.6043 8.1266 1.2 -1.5 -0.5
C 16.0082 13.9917 12.0632 1.0 0.4 0.1
C 9.4700 12.8399 7.5835 2.2 -1.4 2.8
C 9.3305 13.3213 16.1122 -0.5 0.7 0.7
C 10.0808 13.1411 14.9305 1.2 1.3 -0.8
C 15.9014 11.5870 14.0730 0.7 0.4 -0.5
C 14.0150 6.3147 11.3354 1.6 0.4 0.6
C 12.8196 14.6978 7.9973 -0.4 0.1 -0.1
C 14.7013 10.6573 14.4188 1.4 -0.5 -0.1
C 12.7275 8.3246 11.6125 1.4 0.4 -0.3
C 15.1542 8.5097 11.3380 1.8 -1.5 -1.1
C 14.8401 12.3227 6.0015 0.7 0.3 0.7
C 16.9520 14.6898 13.0481 0.2 0.2 1.1
C 10.2534 8.7443 11.8148 0.5 0.0 0.9
C 12.7973 6.9245 11.5374 -1.2 1.3 -0.2
C 17.1848 10.8755 13.5908 0.6 -0.4 -0.2
C 8.2702 7.4970 9.5597 0.2 1.2 -1.5
C 7.7935 9.8084 8.4564 -0.7 -0.1 1.2
C 14.5989 11.5631 11.2885 -0.4 0.4 0.9
C 7.0388 11.3820 12.1477 -0.8 -0.3 0.1
C 13.9423 9.1215 11.5180 -2.0 0.4 -0.2
C 16.4172 12.3612 15.3435 -1.4 -0.4 -1.2
C 7.7193 9.5068 13.5543 0.6 -1.7 0.0
C 15.2108 7.0864 11.3060 -1.3 -0.3 0.0
C 15.0349 15.0350 11.5028 0.5 0.3 -0.7
C 7.4073 9.9044 12.1158 1.0 -1.0 -0.6
C 10.1719 9.0438 8.6910 -1.4 -0.8 0.3
C 16.8438 13.3529 10.9810 1.4 1.8 -1.0
B 12.1069 10.5820 11.5367 1.2 -0.5 -0.3
H 15.5064 15.7435 10.7923 0.3 -0.4 0.2
H 6.3853 7.9628 11.6229 0.5 -0.8 0.3
H 14.8767 10.2698 15.4215 -0.2 -0.2 0.2
H 14.2641 14.5481 10.9337 -0.7 -0.1 -0.2
H 13.7583 11.2191 14.3931 0.1 -0.4 0.0
H 10.1914 7.7499 11.4053 -0.3 -0.5 -0.2
H 15.5499 12.8052 15.7860 -0.4 0.8 0.4
H 17.5170 14.2033 10.6040 -0.7 -1.3 0.0
H 10.1307 8.6262 7.6877 -0.4 -0.3 -0.1
H 13.6940 14.0374 5.3472 0.5 -0.6 0.7
H 7.7565 11.9737 12.7189 0.2 0.0 -0.4
H 15.6011 11.2373 11.0082 -0.5 -0.8 -0.3
H 8.0941 10.8837 8.4081 -0.2 -1.0 -0.4
H 7.7876 9.2632 7.5019 0.1 0.7 0.0
H 17.9576 11.6274 13.3052 -0.6 -0.4 -0.1
H 16.1612 6.5415 11.2564 -0.3 0.5 -0.3
H 9.0851 6.7968 9.2800 -0.5 0.3 0.7
H 6.7360 9.7615 8.8513 1.1 0.1 -0.5
H 6.1255 11.4576 12.7378 -0.4 0.1 -0.2
H 8.5829 10.0323 13.9478 -0.2 0.4 0.1
H 11.1574 17.5303 7.8372 -0.3 0.4 -0.3
H 10.0666 8.6456 12.9117 0.1 0.2 -0.8
H 16.5165 14.8066 14.0585 -0.1 0.1 -0.5
H 5.4303 9.2909 12.1813 -0.4 -0.2 -0.1
H 17.6645 10.3729 14.4515 -0.3 -0.1 -0.2
H 7.7766 7.3212 10.5058 0.5 -0.4 0.2
H 6.8471 9.7242 14.1580 -0.2 0.1 0.3
H 16.0803 8.9995 10.9337 -1.0 0.0 1.1
H 5.9821 9.2386 10.4929 0.3 0.0 0.9
H 14.7441 9.7989 13.7139 -0.5 0.6 0.6
H 17.2987 15.6942 12.7326 -0.5 -0.4 -0.2
H 11.4288 16.2639 10.3339 -0.5 0.3 -0.3
H 17.8668 14.1199 13.2076 0.1 -0.2 -0.1
H 17.1774 13.0858 15.0923 0.1 0.2 0.1
H 7.9701 8.4150 13.7023 -0.5 0.9 -0.4
H 15.3408 12.0168 5.0947 -0.2 0.2 0.0
H 14.0423 5.2311 11.2419 0.2 0.2 0.1
H 7.4864 7.3699 8.7924 0.2 -0.2 0.2
H 17.1014 10.0977 12.7888 -0.2 0.8 0.5
H 12.5584 15.9324 6.2696 -0.5 0.1 0.7
H 11.8638 6.3626 11.5596 0.3 -0.1 0.0
H 17.5036 12.5276 11.2986 -0.4 0.3 0.1
H 6.8657 11.7544 11.1371 0.0 0.3 0.1
H 10.8601 8.4559 9.2648 0.6 -0.2 0.2
H 14.1829 12.1447 10.4575 0.4 0.3 0.3
H 15.4657 10.9567 7.6557 0.1 -0.1 -0.2
H 14.5997 15.6648 12.2718 -0.2 -0.3 0.3
H 16.1774 13.0329 10.1914 0.3 -0.1 -0.5
H 16.7921 11.6681 16.0797 0.3 -0.5 0.1
H 10.5078 10.0338 8.5362 0.5 1.2 0.2
```
Positions in Å, forces in eV/Å.